Entry 1:
{
  "formula": "C5H12AlBrClNO8PS",
  "method": "ωB97M-V/def2-TZVPD",
  "elements": ["O", "N", "O", "Al", "Cl", "C", "C", "C", "O", "P", "O", "Br", "H", "H", "H", "H", "H", "H", "H", "H", "C", "C", "O", "S", "O", "O", "O", "H", "H", "H", "H"],
  "xyz": [[2.765468, -2.757586, -0.698058], [1.704147, -2.680035, -1.236235], [0.695067, -2.495622, -0.379601], [-0.745422, -1.569396, -0.977000], [-1.814962, -0.996035, 0.812161], [-1.847071, -2.640684, -2.232085], [-3.304424, -2.917247, -1.831894], [-4.147315, -1.645666, -1.796204], [-5.467267, -1.934087, -2.289288], [-0.169718, 0.457752, -2.156396], [1.309671, 0.032128, -2.809720], [0.481595, 1.835806, -0.457499], [-1.315369, -3.592022, -2.357637], [-1.852704, -2.155197, -3.217023], [-3.340241, -3.405912, -0.854330], [-3.789531, -3.581572, -2.555463], [-4.207066, -1.249354, -0.780740], [-3.680177, -0.874397, -2.421516], [-6.077878, -1.312005, -1.884850], [1.459702, 0.558251, -3.602358], [3.537100, 2.440548, 2.193980], [3.927837, 2.599166, 3.651127], [3.205391, 3.767228, 4.066490], [1.790049, 3.828788, 3.310760], [0.771723, 3.294448, 4.141059], [1.660103, 5.131848, 2.762139], [2.143361, 2.768947, 2.186323], [4.071951, 3.135106, 1.544848], [3.639606, 1.424721, 1.822103], [4.987949, 2.787282, 3.797011], [3.608427, 1.744802, 4.249898]],
  "forces_ev_per_angstrom": [[-0.2, -0.2, -0.1], [0.1, 0.1, 0.0], [0.3, 0.2, 0.1], [-0.1, -0.1, -0.1], [-0.1, 0.0, 0.1], [0.0, 0.0, 0.1], [0.0, 0.1, -0.2], [0.0, 0.0, 0.1], [-0.1, 0.0, 0.1], [0.0, 0.1, 0.0], [-0.1, 0.0, -0.1], [0.1, 0.0, 0.0], [0.0, 0.0, -0.1], [0.1, -0.1, 0.0], [-0.1, -0.1, -0.1], [0.0, 0.0, 0.0], [0.0, 0.0, 0.0], [-0.1, 0.0, -0.1], [0.1, 0.0, -0.1], [0.1, 0.0, 0.1], [0.1, -0.1, -0.1], [0.0, -0.1, 0.0], [0.0, 0.0, 0.0], [0.1, 0.1, 0.0], [0.0, 0.0, 0.0], [0.0, 0.0, 0.0], [-0.2, 0.1, 0.1], [0.0, 0.0, 0.0], [-0.1, 0.0, 0.0], [0.0, 0.1, 0.0], [0.0, 0.0, 0.0]],
  "mulliken_charge": [-0.45, 0.27, -0.16, 0.18, -0.37, -0.89, -0.50, -0.31, -0.55, 0.08, -0.49, -0.19, 0.39, 0.39, 0.23, 0.32, 0.27, 0.20, 0.31, 0.30, -0.33, -0.36, -0.32, 1.05, -0.53, -0.54, -0.17, 0.27, 0.33, 0.29, 0.29],
  "spin_multiplicity": 1,
  "total_charge": -1
}

Entry 2:
{
  "formula": "C52H54O11S5",
  "method": "ωB97M-V/def2-TZVPD",
  "elements": ["C", "S", "O", "C", "H", "H", "H", "H", "H", "H", "C", "S", "O", "C", "H", "H", "H", "H", "H", "H", "C", "S", "O", "C", "H", "H", "H", "H", "H", "H", "C", "S", "O", "C", "H", "H", "H", "H", "H", "H", "C", "S", "O", "C", "H", "H", "H", "H", "H", "H", "C", "C", "C", "C", "C", "C", "C", "O", "C", "C", "C", "C", "C", "C", "C", "O", "H", "H", "H", "H", "H", "H", "H", "H", "C", "C", "C", "C", "C", "C", "C", "O", "C", "C", "C", "C", "C", "C", "C", "O", "H", "H", "H", "H", "H", "H", "H", "H", "C", "C", "C", "C", "C", "C", "C", "O", "C", "C", "C", "C", "C", "C", "C", "O", "H", "H", "H", "H", "H", "H", "H", "H"],
  "xyz": [[-5.671363, -3.843450, -0.411341], [-7.016245, -4.899231, -0.995370], [-6.443284, -5.637530, -2.189311], [-7.003226, -6.169037, 0.319857], [-4.747973, -4.420468, -0.376233], [-6.056624, -3.573339, 0.574849], [-5.536941, -3.013316, -1.093751], [-5.983136, -6.528283, 0.458238], [-7.642951, -6.975755, -0.024219], [-7.340319, -5.764822, 1.275471], [5.029441, 6.447767, 1.810293], [5.211378, 5.773923, 0.111783], [3.797990, 5.756422, -0.448120], [5.618484, 4.044925, 0.582358], [5.972148, 6.558362, 2.347776], [4.407360, 5.758318, 2.378356], [4.569251, 7.430201, 1.754060], [6.695515, 4.073079, 0.739065], [5.323115, 3.358545, -0.208878], [5.061907, 3.704668, 1.455091], [0.019481, -4.274345, 1.093347], [-1.697652, -4.594298, 1.622482], [-2.556971, -4.541443, 0.382002], [-2.058408, -2.960491, 2.351688], [0.253955, -4.931979, 0.245025], [0.802233, -4.559129, 1.793848], [0.106119, -3.304304, 0.598452], [-1.816607, -2.283945, 1.532587], [-1.624623, -2.582501, 3.274699], [-3.137261, -3.055243, 2.472452], [-8.297891, -0.542380, -3.145599], [-8.092985, -0.237831, -4.934568], [-8.048291, 1.248330, -5.131381], [-6.444281, -0.995537, -5.126777], [-7.721079, 0.232646, -2.636262], [-7.918499, -1.515123, -2.837538], [-9.349183, -0.420148, -2.898968], [-5.631622, -0.449155, -4.642368], [-6.323166, -0.861766, -6.202067], [-6.425218, -2.029009, -4.789200], [1.267507, 7.824361, 2.850424], [1.816045, 7.822887, 4.594071], [3.272567, 7.485153, 4.463981], [1.588778, 9.621471, 4.965142], [0.762698, 8.742368, 2.544737], [0.592441, 6.986869, 2.680863], [2.080441, 7.719913, 2.131870], [1.465265, 9.662627, 6.050534], [0.668107, 10.024197, 4.553506], [2.538223, 10.111901, 4.759602], [-4.470836, 0.178592, -1.061767], [-3.665643, -0.945381, -1.121614], [-2.345589, -0.864413, -0.676470], [-1.868328, 0.333000, -0.141714], [-2.683340, 1.474027, -0.167813], [-4.010468, 1.397570, -0.565547], [-2.153900, 2.820116, 0.259058], [-2.827047, 3.816055, 0.212084], [-0.737048, 2.823738, 0.740919], [-0.256250, 4.019950, 1.239093], [1.048160, 4.169705, 1.660665], [1.855710, 3.009300, 1.757665], [1.341876, 1.786450, 1.303307], [0.065797, 1.705713, 0.758446], [-0.438790, 0.381462, 0.260290], [0.298584, -0.572873, 0.152734], [-5.489181, 0.147740, -1.432920], [-3.991839, -1.781364, -1.723321], [-1.635910, -1.649617, -0.900517], [-4.530048, 2.343986, -0.488049], [-0.839848, 4.931147, 1.288417], [1.465214, 5.013603, 2.191146], [2.865322, 2.972423, 2.140517], [1.997013, 0.929748, 1.212994], [6.238183, -5.295204, 5.484090], [4.854560, -5.212586, 5.523144], [4.167770, -4.302130, 4.736332], [4.863955, -3.444251, 3.886654], [6.261547, -3.565487, 3.776873], [6.921293, -4.523062, 4.565288], [7.042432, -2.764850, 2.816198], [8.256809, -2.735297, 2.787552], [6.300364, -2.062055, 1.765304], [6.979803, -1.536359, 0.655192], [6.261005, -0.962900, -0.377723], [4.880841, -0.806225, -0.329629], [4.206501, -1.292866, 0.767998], [4.883476, -1.979628, 1.785749], [4.129044, -2.501469, 2.968671], [2.923778, -2.378872, 2.985827], [6.758994, -6.013967, 6.101133], [4.326118, -5.992582, 6.058431], [3.087462, -4.336172, 4.764395], [8.003692, -4.511525, 4.603473], [8.040377, -1.715547, 0.563796], [6.825990, -0.659790, -1.251438], [4.363456, -0.250851, -1.099410], [3.128414, -1.215785, 0.838207], [1.167022, 2.535275, -3.208029], [0.057865, 3.097902, -3.800863], [-0.965505, 2.265025, -4.264576], [-0.900876, 0.879343, -4.161249], [0.196267, 0.312751, -3.448667], [1.180735, 1.162132, -2.989963], [0.352684, -1.154920, -3.256787], [1.434341, -1.603719, -2.949174], [-0.775874, -2.025655, -3.649704], [-0.818310, -3.393524, -3.345605], [-1.864755, -4.172682, -3.726721], [-2.954624, -3.653318, -4.423894], [-2.931680, -2.293404, -4.709751], [-1.878596, -1.483769, -4.322076], [-2.016100, 0.000503, -4.533019], [-3.070810, 0.452738, -4.933123], [1.997324, 3.095220, -2.799339], [-0.016373, 4.176192, -3.842594], [-1.872959, 2.568288, -4.776510], [1.988179, 0.702061, -2.431500], [0.038521, -3.837247, -2.852633], [-1.919605, -5.198471, -3.378229], [-3.741104, -4.299334, -4.785156], [-3.719835, -1.937705, -5.361077]],
  "forces_ev_per_angstrom": [[-0.7, -0.9, 0.4], [0.9, -1.1, -1.1], [-0.7, 0.6, 0.6], [0.4, 0.6, 0.2], [0.0, 0.0, 0.2], [0.6, 0.5, 0.1], [-0.4, 0.1, 0.1], [0.0, 0.0, -0.2], [-0.1, 0.1, 0.0], [-0.2, 0.0, -0.1], [0.2, -0.5, -0.1], [-1.6, -0.3, 0.1], [1.2, 0.0, 0.5], [-0.2, 0.5, 0.1], [0.2, -0.1, -0.3], [-0.2, 0.1, 0.0], [-0.1, -0.1, -0.2], [0.0, -0.4, 0.1], [0.3, 0.3, -0.4], [0.2, 0.3, 0.2], [0.1, -0.5, -1.4], [0.4, 0.3, -0.3], [0.6, -0.1, 0.6], [-0.3, -0.1, -0.5], [-0.6, -0.4, 0.2], [-0.3, 0.6, 0.6], [0.1, 0.4, 0.7], [-0.2, 0.2, 0.1], [0.4, -0.6, 0.1], [0.0, 0.3, 0.0], [0.4, 0.5, -0.1], [-0.4, -0.1, 0.4], [0.4, -0.9, 0.3], [0.0, 1.1, -0.2], [0.0, 0.0, 0.0], [-0.2, -0.1, -0.2], [0.0, -0.1, 0.0], [-0.2, 0.2, 0.2], [0.4, -0.5, 0.0], [-0.3, -0.1, -0.3], [-0.6, 0.3, -0.5], [0.2, 0.0, -1.1], [-0.4, 0.5, 0.6], [0.5, -0.9, 1.0], [-0.2, 0.0, 0.3], [-0.1, 0.0, 0.2], [0.5, -0.1, 0.5], [0.1, -0.1, 0.0], [0.3, 0.1, -0.5], [-0.2, 0.3, -0.5], [-0.9, 0.8, 0.3], [0.8, 0.5, -0.6], [-0.3, 0.3, -0.4], [-0.1, -0.3, -0.6], [0.1, 0.2, 0.7], [1.0, -0.4, 0.0], [0.4, -1.3, 0.0], [-0.2, 0.4, 0.0], [-0.8, 0.9, 0.1], [0.7, 1.6, 0.0], [1.3, -2.1, 1.5], [-1.1, -0.7, -0.9], [0.7, 0.7, -0.5], [0.2, -0.9, 0.2], [0.2, 0.9, -0.2], [0.0, -0.3, 0.1], [0.0, -0.2, -0.1], [0.0, -0.3, 0.3], [-0.1, -0.2, 0.4], [-0.5, -0.3, -0.3], [-0.5, -0.3, -0.3], [-0.4, 0.6, -0.6], [0.0, 0.5, 0.1], [-0.2, -0.2, 0.4], [-0.2, 0.0, -0.5], [0.0, -0.6, -0.3], [0.0, -0.2, 0.1], [0.3, 0.3, -0.3], [-0.4, -0.8, 0.9], [0.4, 1.1, 0.6], [0.6, 0.1, -0.5], [0.0, -0.3, 0.6], [-1.5, 0.6, -1.1], [-0.5, -0.7, 0.3], [0.6, 0.1, -0.3], [0.4, 0.2, 0.3], [-0.4, -0.6, 0.5], [1.3, 0.9, 0.4], [-0.3, -1.2, -1.2], [-0.1, 0.2, 0.8], [0.1, 0.0, 0.0], [-0.2, 0.4, 0.3], [0.0, 0.4, -0.2], [0.0, -0.2, -0.5], [0.1, 0.2, 0.1], [-0.2, 0.2, 0.0], [-0.1, -0.2, -0.1], [0.0, 0.0, 0.0], [-0.1, -0.8, 0.6], [-0.5, 0.0, -0.2], [-0.4, -0.5, -0.6], [1.6, -0.3, 1.7], [-0.9, 0.7, -0.7], [0.7, -0.3, 0.2], [0.5, 0.1, -0.7], [0.0, -0.4, 0.5], [-1.1, -0.4, 0.0], [1.5, 0.9, 0.1], [-1.3, -1.0, 0.4], [0.9, 0.6, 0.0], [-0.6, -1.0, -0.9], [0.3, 0.7, 0.4], [-0.7, -0.3, -0.4], [0.0, 0.1, -0.1], [-0.2, 0.4, -0.1], [-0.1, 0.0, -0.3], [0.2, 0.7, 0.2], [0.1, 0.1, -0.1], [-0.1, 0.1, 0.2], [0.2, -0.1, -0.3], [-0.1, 0.1, 0.1], [0.0, 0.5, 0.3]],
  "mulliken_charge": [-0.24, 0.50, -0.64, -0.97, 0.15, 0.44, -0.16, 0.26, 0.35, 0.36, -0.79, 0.41, -0.58, -0.79, 0.46, 0.15, 0.28, 0.41, 0.31, 0.14, -0.48, 0.27, -0.52, -0.41, 0.39, 0.37, -0.17, -0.29, 0.42, 0.35, -0.50, 0.45, -0.62, -0.79, 0.15, 0.03, 0.39, 0.17, 0.36, 0.37, -0.44, 0.48, -0.61, -0.93, 0.40, 0.00, 0.17, 0.34, 0.35, 0.30, -0.75, -0.77, -0.61, 0.34, 0.44, -0.92, 0.47, -0.67, 0.41, -0.69, 0.00, -0.64, -1.02, 0.04, 0.76, -0.69, 0.45, 0.97, 0.80, 0.54, 0.44, 0.00, 0.41, 0.59, -0.55, -0.40, -0.50, 0.35, 0.18, -0.64, 0.40, -0.65, 0.72, -0.70, -0.81, -0.31, -0.01, -0.34, 0.32, -0.67, 0.40, 0.35, 0.44, 0.41, 0.47, 0.41, 0.54, 0.62, -0.72, -0.75, -0.56, 0.21, 0.39, -0.42, 0.42, -0.68, 0.26, -0.68, -0.60, -0.95, -0.50, 0.57, 0.55, -0.71, 0.55, 0.43, 0.53, 0.60, 0.58, 0.37, 0.46, 0.68],
  "spin_multiplicity": 1,
  "total_charge": 0
}

| no. | HOMO energy (eV) | HOMO-LUMO gap (eV) |
| --- | --- | --- |
| 1 | -4.65 | 7.13 |
| 2 | -8.70 | 7.50 |